# C34H34HgN12O2

A structure of composition C34H34HgN12O2 (the ωB97M-V functional and the def2-TZVPD basis, the OMol25 dataset).

```
83
Properties=species:S:1:pos:R:3
Hg 0.13721 -0.21220 -0.23304
C -2.58435 3.32929 -2.87688
C -1.66229 2.87145 -1.92977
N -1.76354 1.72864 -1.29305
C -2.81267 0.93542 -1.56452
C -3.77343 1.27112 -2.56918
C -3.63060 2.51423 -3.21826
C -4.80127 0.37340 -2.90342
C -4.88316 -0.83396 -2.25020
C -3.99439 -1.14927 -1.23486
C -2.97211 -0.28613 -0.83130
N -2.09614 -0.61253 0.15832
C -2.52303 -1.25332 1.26235
C -3.86045 -1.25836 1.69004
C -4.27708 -1.95353 2.81148
C -3.39577 -2.69416 3.56777
C -2.03039 -2.65856 3.24762
C -1.05402 -3.32537 4.01689
C 0.26892 -3.19457 3.69035
C 0.61486 -2.39623 2.59397
N -0.26920 -1.78709 1.83817
C -1.57304 -1.90855 2.12093
H -2.44835 4.29524 -3.34413
H -0.79986 3.48553 -1.69991
H -4.33500 2.79505 -3.99452
H -5.50890 0.64240 -3.67601
H -5.64435 -1.55223 -2.52800
H -4.07213 -2.10886 -0.74590
H -4.58726 -0.68986 1.12771
H -5.32330 -1.91504 3.09150
H -3.73013 -3.28261 4.41327
H -1.37094 -3.92216 4.86380
H 1.03777 -3.68606 4.27057
H 1.65233 -2.26247 2.33023
C -0.15726 5.30813 2.94416
O -1.01373 4.21427 2.69367
C -0.63452 3.19459 1.86473
O -1.18568 2.13556 1.95323
N 0.37219 3.50714 1.00935
N 0.96997 2.53612 0.20795
H -0.50561 5.74427 3.87995
H -0.22635 6.06638 2.15598
H 0.88234 4.99265 3.07435
H 0.67602 4.47150 0.91638
H 1.96027 2.44824 0.42009
H 0.82460 2.70117 -0.78334
N 1.64408 1.43653 2.83912
C 2.60505 0.62942 2.30127
N 3.81159 0.68117 2.88500
C 4.74267 -0.05740 2.25701
N 6.03637 0.09128 2.70269
N 4.53052 -0.89523 1.27120
C 3.25858 -0.94840 0.79356
N 2.28892 -0.09432 1.24352
C 2.91575 -1.98547 -0.11544
C 3.89668 -2.91144 -0.54817
C 3.52587 -3.99934 -1.28556
C 2.16924 -4.17324 -1.60104
C 1.28085 -3.19202 -1.20598
N 1.61391 -2.12829 -0.49860
H 1.80893 1.71051 3.79416
H 0.69314 1.19266 2.59353
H 6.11715 0.43285 3.64708
H 6.64173 -0.67287 2.45034
H 4.92240 -2.73479 -0.26661
H 4.25629 -4.72205 -1.62368
H 1.83280 -5.03943 -2.14956
H 0.23189 -3.27710 -1.46725
C 2.94441 1.37235 -1.92791
C 1.85456 0.85418 -2.81316
C 1.84701 0.89348 -4.19099
C 0.70459 0.18913 -4.60147
C 0.07082 -0.24208 -3.45713
C -1.15871 -1.09217 -3.41367
N 0.76216 0.17330 -2.35623
H 3.91304 1.06765 -2.32533
H 2.85009 0.95841 -0.92750
H 2.94160 2.46588 -1.87392
H 2.59262 1.35231 -4.82094
H 0.39456 -0.01282 -5.61331
H -1.14227 -1.79578 -4.24569
H -2.06588 -0.49541 -3.50640
H -1.22917 -1.65014 -2.48147
```

Output
Frontier orbital gap (spin up / spin down) ... 0.169 / 0.228 Eh
Calculated total energy ... -2277.1152 Ha
Net charge ... -1
HOMO energy (spin up / spin down) ... -2.2571 / -3.8539 eV
Spin multiplicity ... 2
E_LUMO (spin up / spin down) ... 0.0865 / 0.0864 Ha
Energy above the lowest of the compared OMol25 structures with the same formula, charge and spin ... 31.44 kcal/mol